{"formula": "C47H110BrF4NO10P2", "method": "ωB97M-V/def2-TZVPD", "relative_energy_kcal_mol": 205.3, "smiles": "[H]/N=C(/C)CP(F)(CCCCCCCCCCOC)(P(O)Br)C(F)(F)F.CCOCC.CCOCC.CCOCC.CCOCC.CCOCC.CCOCC.CCOCC.CCOCC", "orbital_gap_ev": 8.7, "total_charge": 0, "homo_ev": -8.60, "elements": ["Br", "P", "P", "F", "F", "F", "F", "O", "O", "O", "O", "O", "O", "O", "O", "O", "O", "N", "C", "C", "C", "C", "C", "C", "C", "C", "C", "C", "C", "C", "C", "C", "C", "C", "C", "C", "C", "C", "C", "C", "C", "C", "C", "C", "C", "C", "C", "C", "C", "C", "C", "C", "C", "C", "C", "C", "C", "C", "C", "C", "C", "C", "C", "C", "C", "H", "H", "H", "H", "H", "H", "H", "H", "H", "H", "H", "H", "H", "H", "H", "H", "H", "H", "H", "H", "H", "H", "H", "H", "H", "H", "H", "H", "H", "H", "H", "H", "H", "H", "H", "H", "H", "H", "H", "H", "H", "H", "H", "H", "H", "H", "H", "H", "H", "H", "H", "H", "H", "H", "H", "H", "H", "H", "H", "H", "H", "H", "H", "H", "H", "H", "H", "H", "H", "H", "H", "H", "H", "H", "H", "H", "H", "H", "H", "H", "H", "H", "H", "H", "H", "H", "H", "H", "H", "H", "H", "H", "H", "H", "H", "H", "H", "H", "H", "H", "H", "H", "H", "H", "H", "H", "H", "H", "H", "H"], "xyz": [[1.689300, -2.948085, -4.892096], [0.929757, 0.257427, -3.184277], [1.186825, -1.905525, -2.906464], [-0.891657, 1.306416, -4.944573], [0.830761, 1.987682, -3.427059], [0.799755, 0.035768, -6.045462], [-1.046520, -1.068935, -4.792955], [-0.327567, -2.660048, -2.366450], [-10.513896, -5.813541, -0.154443], [-13.009053, 2.904064, -1.892366], [13.308281, -1.746363, 4.505194], [4.390221, 0.852413, 3.390102], [-9.355190, 0.467870, -4.844284], [6.884015, 2.989257, 7.808094], [-7.414479, -2.126381, -0.724041], [9.451180, -1.985682, 0.570377], [8.176814, 2.207587, -1.816936], [3.954186, -0.820229, -1.269533], [9.280513, 1.388063, -1.440197], [-9.910365, -6.972279, -0.724337], [7.229983, -2.992426, 0.246560], [-10.663265, 1.030370, -4.791125], [8.701424, -2.975302, -0.128772], [13.482838, 0.062033, 2.846477], [-12.305017, -6.962833, 1.079706], [-0.070342, 0.045003, -4.811233], [-8.919669, -0.012586, -6.113610], [-8.733764, -2.579986, -0.254511], [-15.143454, 1.706213, -2.141495], [-7.683433, -1.208524, -1.845935], [6.324019, 2.285931, 3.898071], [-8.842377, 1.071625, -7.173465], [9.505433, -2.112141, 1.989100], [-1.155412, 2.689013, -0.825127], [-2.043063, 2.461642, -2.181978], [7.075837, 2.210518, 8.985830], [-14.038398, 2.185377, -1.217354], [-13.946424, 5.158644, -1.591840], [-7.896912, 0.375968, -1.356090], [7.649813, 2.003788, -3.124998], [5.856981, 3.976402, 7.857603], [-4.434792, 2.637457, -0.826681], [10.165432, -3.397829, 2.454062], [6.099030, 5.044735, 8.908726], [-5.941524, 2.180482, -1.348654], [-6.542538, 0.889443, -0.523859], [5.858856, 1.385987, 9.367161], [7.097283, 0.605696, -3.340310], [0.089522, 0.302160, -1.471951], [14.086633, -2.713798, 3.805234], [-11.758643, 0.042032, -5.151186], [-10.454069, -7.320155, -2.098437], [-3.500308, 3.267694, -2.026041], [2.865214, 0.457594, -3.278853], [-13.396962, 4.110567, -2.543647], [5.597804, -1.289499, 3.312243], [0.172383, 1.738467, -0.685727], [-11.916395, -5.880219, 0.088127], [3.572977, 0.418247, -1.799058], [10.506709, 1.591755, -2.311824], [13.648076, -0.379404, 4.290131], [5.067799, -0.083621, 2.556425], [3.902574, 1.741617, -0.866874], [15.557352, -2.689301, 4.180957], [5.162051, 1.461353, 4.422176], [12.970087, 0.210750, 4.916122], [5.989120, -2.036552, 2.615057], [-5.803828, -0.042748, -0.545177], [-0.777940, 3.821331, -0.831155], [7.893291, -0.144731, -3.330682], [5.502868, 0.707018, 5.138962], [9.559982, -4.272906, 2.200456], [-11.662416, -0.875240, -4.561134], [-5.993891, 1.944122, -2.493995], [10.335823, 1.236592, -3.332267], [8.400238, 2.253872, -3.882132], [8.982384, 0.334750, -1.415479], [5.357592, 5.844993, 8.819639], [15.681130, -2.747377, 5.267673], [-8.564288, -3.326902, 0.637370], [-2.329659, 1.352002, -2.416540], [13.951807, -2.602015, 2.724361], [7.084154, -3.328207, 1.277505], [-8.254358, 1.923313, -6.814988], [-9.993392, -7.821842, -0.038547], [-14.105993, 3.897905, -3.350481], [11.142645, -3.526939, 1.976539], [5.028483, 2.022721, 9.686400], [-11.710124, -0.241663, -6.206660], [-9.375961, -1.684857, 0.142863], [3.577330, 2.759423, -1.388091], [4.806996, -1.747121, 3.915578], [6.834164, 2.724756, -3.246397], [-9.872409, -8.131936, -2.546504], [-11.714976, -6.877310, 1.998046], [6.407979, -1.010650, 3.992481], [9.533279, 1.663157, -0.410400], [-12.461941, -5.992459, -0.854588], [1.167009, 2.356593, -0.918343], [7.398671, 2.847211, 9.816090], [0.681520, -0.479490, -0.790533], [6.587854, 0.540029, -4.306463], [4.878961, 3.502690, 7.991889], [-14.104015, 6.106332, -2.115612], [6.803132, 2.835360, 4.714563], [-4.044946, 3.121683, -3.062760], [-14.442220, 2.782002, -0.392777], [14.661057, -0.176232, 4.652792], [5.982331, 3.001273, 3.142307], [8.504994, -2.001810, 2.420271], [4.481279, 2.123227, 4.968548], [-13.558989, 1.311754, -0.762381], [-14.905388, 4.848736, -1.166155], [-12.129310, -7.961959, 0.670147], [3.071415, 1.481923, -3.850743], [13.673931, -3.693499, 4.069642], [7.083995, 1.653925, 3.429401], [-6.741950, -1.229927, -2.546521], [-13.256660, 5.324609, -0.757879], [16.084945, -3.529804, 3.719134], [3.279882, 1.589487, 0.135409], [9.155430, -3.962797, 0.004125], [-9.550410, -0.844747, -6.443209], [13.626203, 1.143190, 2.757995], [-4.597709, 3.501819, -0.026057], [-11.496960, -7.646063, -2.045430], [-8.044069, 1.057992, -2.323154], [-9.835915, 1.447624, -7.434530], [3.699830, -1.569090, -1.970142], [6.675923, -3.672230, -0.407786], [-6.902075, 1.149254, 0.562856], [-9.290784, -3.163710, -1.116487], [-1.786324, 2.553177, 0.161471], [-8.610358, -1.533126, -2.508024], [-15.836892, 1.052577, -1.602993], [-15.719227, 2.544271, -2.544969], [-10.416984, -6.449618, -2.762091], [5.837915, 4.453265, 6.871556], [7.907614, 1.529638, 8.775197], [4.335659, -0.427784, 1.817955], [10.765929, 2.654070, -2.374564], [6.098231, 0.709805, 10.193453], [-1.493667, 3.000582, -3.074275], [-6.667425, 3.096425, -1.146496], [7.100139, 5.475676, 8.800479], [-13.366993, -6.887261, 1.332251], [0.262245, 1.470059, 0.474509], [10.095450, -1.264044, 2.353325], [-12.494959, 4.509433, -3.020209], [6.027890, 4.634334, 9.920239], [-0.132946, -3.538031, -1.921688], [3.292166, -0.386888, -3.979740], [12.485889, -0.195325, 2.474096], [-12.206237, -4.907758, 0.500592], [-12.744569, 0.479777, -4.967846], [5.865380, 0.413237, 1.994351], [5.508702, 0.794614, 8.514823], [14.211917, -0.426213, 2.193082], [-3.851270, 1.757347, -0.281319], [5.031764, 1.769076, -0.551843], [-8.841384, -6.751243, -0.816382], [-8.856618, 0.443071, -0.652499], [16.040617, -1.766792, 3.846176], [6.389649, 0.342168, -2.547457], [11.361531, 1.042173, -1.905229], [6.797346, -1.989961, 0.164721], [-3.223882, 4.396562, -1.887189], [-14.726608, 1.156401, -2.992137], [-7.916443, -0.425262, -5.961007], [-10.816589, 1.361479, -3.758325], [-1.012479, -0.147620, -1.543664], [10.300666, -3.388157, 3.540202], [-8.381446, 0.682555, -8.086837], [8.787926, -2.734704, -1.193875], [-10.718607, 1.927738, -5.416104]], "forces_ev_per_a": [[-0.40, 0.58, 0.49], [0.24, 2.12, 0.22], [-0.69, -3.56, 1.39], [1.85, -4.23, -0.31], [0.12, -1.78, 0.40], [-2.96, -0.41, 3.98], [3.44, 3.58, -0.37], [1.98, 0.22, -0.58], [0.03, 0.07, 0.01], [0.08, -0.06, -0.02], [-0.07, -0.05, 0.04], [-0.12, 0.05, 0.01], [0.09, -0.04, 0.04], [0.03, 0.00, -0.10], [-2.62, 0.79, -1.21], [0.05, 0.09, -0.08], [-0.13, 0.12, 0.00], [-1.76, 5.05, -2.99], [0.03, 0.03, 0.02], [0.03, 0.14, -0.06], [-0.06, 0.00, 0.22], [0.01, -0.08, 0.17], [-0.05, 0.13, 0.03], [0.12, -0.12, -0.21], [0.07, -0.26, -0.02], [-2.69, 2.13, -3.00], [0.08, 0.10, 0.10], [-0.14, -0.83, 0.71], [-0.15, 0.15, -0.18], [0.35, 1.41, -0.87], [0.20, -0.04, -0.14], [-0.18, 0.19, -0.08], [0.12, -0.01, -0.08], [0.31, 0.39, -0.13], [-0.96, 1.45, 0.39], [-0.03, -0.08, -0.12], [0.10, -0.05, -0.10], [-0.20, -0.04, 0.18], [0.19, -0.58, 0.21], [-0.03, -0.03, 0.16], [0.15, 0.01, -0.03], [-0.13, 0.84, 0.07], [-0.06, -0.25, -0.04], [0.06, -0.02, 0.26], [-0.05, 0.10, 1.11], [-0.96, -0.40, -1.22], [-0.25, 0.10, 0.03], [0.12, -0.22, 0.07], [-0.14, -0.24, 1.55], [-0.04, 0.02, 0.15], [0.00, -0.15, -0.24], [-0.26, -0.03, -0.08], [0.75, -0.86, -0.49], [1.04, 0.64, -0.55], [0.11, 0.00, 0.11], [0.17, 0.01, 0.23], [0.19, 0.23, 1.10], [0.12, 0.02, 0.11], [1.48, -3.96, 1.69], [0.02, 0.02, -0.26], [-0.14, -0.04, -0.04], [-0.15, -0.08, 0.03], [-0.84, -0.46, -0.02], [0.18, 0.21, 0.01], [-0.04, 0.08, -0.10], [0.03, -0.30, 0.02], [-0.11, 0.14, 0.09], [-1.37, 2.22, 0.34], [-0.91, -2.44, 0.02], [-0.08, 0.03, -0.07], [0.09, 0.00, -0.02], [0.03, 0.04, 0.08], [-0.02, 0.16, 0.01], [0.39, 0.39, 2.14], [0.07, -0.03, 0.07], [0.03, -0.07, -0.02], [0.06, -0.01, -0.02], [0.09, -0.11, -0.01], [-0.06, -0.07, -0.15], [-0.25, 1.49, -1.81], [0.88, 2.04, 0.42], [0.07, 0.04, -0.03], [0.01, -0.07, -0.13], [-0.01, -0.17, -0.03], [-0.07, -0.04, -0.03], [-0.08, 0.02, 0.03], [-0.09, 0.10, 0.10], [0.06, -0.09, 0.04], [-0.08, 0.04, 0.06], [1.10, -1.62, -0.87], [0.75, -2.32, 1.09], [0.04, 0.04, -0.14], [0.18, 0.02, 0.22], [-0.06, 0.11, 0.07], [-0.11, 0.07, -0.11], [0.00, -0.06, -0.06], [-0.26, 0.06, -0.15], [-0.02, -0.08, 0.00], [-2.31, -1.62, 0.17], [-0.07, 0.01, 0.04], [-1.09, 1.53, -1.69], [0.05, 0.03, 0.08], [-0.02, 0.01, 0.08], [0.04, -0.12, 0.05], [-0.08, -0.10, -0.06], [0.99, 0.48, 2.09], [-0.07, 0.03, -0.04], [0.04, 0.00, -0.07], [-0.02, -0.07, 0.14], [-0.03, -0.08, 0.02], [-0.09, -0.20, -0.18], [0.15, 0.24, -0.12], [0.04, 0.09, -0.06], [-0.09, 0.06, 0.04], [-0.61, -2.20, 1.45], [-0.13, 0.26, 0.06], [0.00, 0.07, 0.08], [-1.68, 0.00, 1.41], [-0.02, 0.00, -0.17], [-0.09, 0.10, 0.06], [1.31, 0.43, -2.18], [-0.04, -0.03, 0.06], [-0.05, 0.04, -0.06], [-0.03, -0.12, 0.03], [0.38, -2.00, -1.51], [0.09, -0.05, -0.04], [0.11, -1.62, 2.09], [0.08, -0.05, -0.05], [0.18, 1.00, 0.85], [0.06, 0.09, 0.06], [1.16, -0.45, -2.06], [0.99, 1.23, 1.74], [1.06, 0.21, -2.14], [1.80, 0.46, 1.49], [0.11, 0.08, -0.06], [-0.02, -0.09, 0.06], [0.09, -0.11, 0.10], [0.15, -0.24, 0.06], [-0.08, 0.24, -0.17], [0.00, 0.21, 0.13], [-0.02, -0.13, 0.09], [-0.01, 0.08, -0.11], [-1.00, -1.57, 1.72], [1.42, -1.90, -0.58], [-0.16, -0.04, -0.07], [0.12, 0.01, -0.03], [-0.14, 0.44, -2.52], [-0.10, -0.03, -0.26], [-0.02, -0.28, 0.12], [-0.06, 0.08, -0.06], [0.00, 1.62, -0.81], [-0.79, 1.43, 1.63], [0.08, 0.08, 0.10], [0.27, -0.05, -0.12], [0.12, -0.02, 0.01], [0.09, -0.03, 0.02], [0.12, 0.03, 0.10], [-0.03, 0.10, 0.02], [-1.38, 1.72, -1.27], [-2.17, -0.16, -0.90], [-0.20, 0.17, 0.15], [2.02, -0.07, -1.67], [0.01, -0.11, -0.02], [0.04, 0.07, -0.10], [-0.13, 0.06, -0.02], [0.03, -0.11, -0.10], [-0.82, -2.07, -0.14], [-0.02, 0.01, 0.17], [-0.18, 0.08, 0.22], [0.24, -0.07, -0.11], [2.44, 1.11, -0.03], [0.01, 0.04, -0.14], [-0.04, 0.03, 0.13], [0.16, 0.13, 0.19], [-0.04, -0.03, -0.08]], "lowdin_charge": [0.227, 0.706, 0.455, -0.056, -0.323, -0.050, -0.036, -0.436, -0.180, -0.173, -0.171, -0.170, -0.184, -0.175, -0.255, -0.171, -0.170, 0.070, -0.272, -0.276, -0.080, -0.272, -0.273, -0.077, -0.084, -0.338, -0.277, -0.129, -0.081, -0.231, -0.074, -0.083, -0.266, -0.206, -0.222, -0.277, -0.277, -0.084, -0.172, -0.276, -0.284, -0.212, -0.075, -0.083, -0.219, -0.203, -0.082, -0.078, -0.294, -0.286, -0.077, -0.084, -0.209, -0.238, -0.281, -0.073, -0.229, -0.279, -0.345, -0.081, -0.276, -0.280, -0.071, -0.084, -0.276, 0.119, 0.045, 0.117, 0.128, 0.068, 0.105, 0.067, 0.083, 0.104, 0.066, 0.106, 0.099, 0.078, 0.084, 0.105, 0.105, 0.104, 0.055, 0.084, 0.106, 0.106, 0.079, 0.067, 0.067, 0.094, 0.092, 0.086, 0.115, 0.078, 0.083, 0.068, 0.120, 0.106, 0.098, 0.106, 0.094, 0.077, 0.107, 0.077, 0.069, 0.107, 0.106, 0.106, 0.083, 0.094, 0.116, 0.119, 0.066, 0.066, 0.118, 0.118, 0.067, 0.131, 0.084, 0.078, 0.089, 0.106, 0.106, 0.079, 0.114, 0.066, 0.106, 0.066, -0.007, 0.080, 0.113, 0.100, 0.107, 0.121, 0.078, 0.067, 0.083, 0.115, 0.119, 0.106, 0.082, 0.078, 0.110, 0.121, 0.085, 0.077, 0.123, 0.110, 0.118, 0.067, 0.062, 0.080, 0.070, 0.118, 0.068, 0.104, 0.079, 0.068, 0.107, 0.085, 0.120, 0.107, 0.066, 0.058, 0.077, 0.074, 0.108, 0.073, 0.119, 0.115, 0.119, 0.081, 0.078, 0.115, 0.107]}